C2H3NO3S as an isolated structure at a distorted geometry. Source: the Open Molecules 2025 dataset; level of theory: wB97M-V/def2-TZVPD.

Computed properties:
energy relative to the best compared isomer or geometry (same formula, charge and spin) = 320.51 kJ/mol
DFT total energy = -20586.8846 eV
LUMO energy = -0.0082 Ha

CARTESIAN COORDINATES (ANGSTROEM)
C  1.3110  -0.2248  -0.2609
C  0.5811  0.9276  -0.3292
N  -0.2736  -1.2508  0.6964
O  2.1367  -1.0365  -0.5089
O  -1.4762  -0.4493  -1.3555
O  -1.9030  0.7277  0.7450
S  -1.0828  -0.1436  -0.0190
H  0.2812  1.4084  0.6327
H  0.6947  1.5027  -1.2761
H  -0.2692  -1.4613  1.6755

Charges computed using Löwdin, reported in e:
1 C -0.2281
2 C -0.0960
3 N -0.1457
4 O 0.2137
5 O -0.2847
6 O -0.2942
7 S 0.5189
8 H 0.1223
9 H 0.1385
10 H 0.0553



An isolated ion of composition C21H28N3O5S and charge +1 at a distorted geometry. Source: the Open Molecules 2025 dataset; level of theory: wB97M-V/def2-TZVPD.

Computed properties:
total charge = +1
energy relative to the best compared isomer or geometry (same formula, charge and spin) = 0.00 kJ/mol
DFT total energy = -47767.6808 eV
LUMO energy = -0.1180 Ha
SMILES = COc1ccc(CN2CC[NH+](S(=O)(=O)c3ccc(NC(C)=O)cc3)CC2)cc1OC

CARTESIAN COORDINATES (ANGSTROEM)
C  0.0023  4.0689  -1.1164
O  0.1456  2.7298  -1.5690
C  -0.7141  1.8275  -0.9793
C  -1.6625  1.2020  -1.7683
C  -2.5523  0.2924  -1.2232
C  -2.5121  0.0022  0.1325
C  -3.5188  -0.9499  0.7419
N  -3.1675  -2.3602  0.7664
C  -2.2023  -2.8028  1.7334
C  -0.7479  -2.7144  1.2214
N  -0.6378  -3.4496  -0.0415
S  1.1842  -3.5359  -0.6688
O  0.9847  -4.0616  -1.9715
O  1.7540  -4.3135  0.3731
C  1.6697  -1.8516  -0.6353
C  2.2967  -1.3608  0.5005
C  2.7078  -0.0473  0.5295
C  2.4924  0.7835  -0.5821
N  2.8882  2.0933  -0.6104
C  3.3987  2.8604  0.4274
C  3.7277  4.2604  -0.0091
O  3.5630  2.4387  1.5430
C  1.8725  0.2512  -1.7269
C  1.4597  -1.0607  -1.7555
C  -1.5702  -2.9344  -1.0490
C  -3.0083  -3.0287  -0.4967
C  -1.5437  0.6101  0.9267
C  -0.6325  1.5126  0.3919
O  0.3571  2.1221  1.0942
C  0.4860  1.8630  2.4757
H  0.6435  4.6718  -1.7573
H  -1.0314  4.4071  -1.2276
H  0.3054  4.1717  -0.0718
H  -1.7078  1.4579  -2.8150
H  -3.3052  -0.1562  -1.8529
H  -3.7216  -0.6568  1.7739
H  -4.4567  -0.8729  0.1860
H  -2.3028  -2.2151  2.6454
H  -2.4217  -3.8488  1.9810
H  -0.4786  -1.6730  1.0266
H  -0.0523  -3.1478  1.9418
H  -0.8412  -4.4403  0.1296
H  2.4750  -2.0207  1.3339
H  3.2014  0.3538  1.3993
H  2.6619  2.5872  -1.4647
H  4.1589  4.8046  0.8263
H  2.8303  4.7750  -0.3445
H  4.4433  4.2388  -0.8284
H  1.7154  0.8830  -2.5866
H  1.0018  -1.4891  -2.6321
H  -1.4570  -3.5191  -1.9630
H  -1.3096  -1.8920  -1.2494
H  -3.7037  -2.6065  -1.2208
H  -3.2634  -4.0865  -0.3590
H  -1.5297  0.4005  1.9855
H  1.3777  2.4029  2.7884
H  0.6298  0.7959  2.6691
H  -0.3817  2.2281  3.0319

Charges computed using Löwdin, reported in e:
1 C -0.0535
2 O -0.1218
3 C -0.2278
4 C 0.0204
5 C -0.0509
6 C -0.2134
7 C -0.1193
8 N -0.1623
9 C -0.1337
10 C -0.1266
11 N -0.1220
12 S 0.7871
13 O -0.2330
14 O -0.2346
15 C -0.3137
16 C -0.0374
17 C 0.0275
18 C -0.1942
19 N 0.1466
20 C -0.4782
21 C 0.0249
22 O 0.0863
23 C 0.0106
24 C -0.0350
25 C -0.1205
26 C -0.1317
27 C 0.0253
28 C -0.1916
29 O -0.0938
30 C -0.0527
31 H 0.0952
32 H 0.1047
33 H 0.0881
34 H 0.1303
35 H 0.1182
36 H 0.1311
37 H 0.1325
38 H 0.1345
39 H 0.1340
40 H 0.1090
41 H 0.1373
42 H 0.1727
43 H 0.1246
44 H 0.1143
45 H 0.1473
46 H 0.0959
47 H 0.0750
48 H 0.0961
49 H 0.1286
50 H 0.1262
51 H 0.1348
52 H 0.1127
53 H 0.1330
54 H 0.1346
55 H 0.1163
56 H 0.0920
57 H 0.0939
58 H 0.1063